No. 1
The following is a quantum chemistry calculation of a single C16H18N2O3 molecule, from the Open Molecules 2025 dataset.

Output
ΔE to the lowest compared entry with this formula, charge and spin (eV): 7.611
Total charge: 0
Gap between HOMO and LUMO (eV): 7.01
SMILES string: CC(=O)C1=C(C)N(C)[C@@H]2C(=O)N=CC(C#CC(C)(C)O)=C12
Maximum force (eV/A): 4.99

Atoms and positions in Å:
C  -0.60008  1.81078  1.84284
C  -1.18093  1.06649  0.64942
O  -1.50457  1.51525  -0.43028
C  -1.18782  -0.39132  0.71520
C  -2.00721  -1.10328  1.46540
C  -3.19738  -0.53839  2.27764
N  -1.69289  -2.46153  1.30278
C  -2.66707  -3.53740  1.56007
C  -0.77383  -2.67841  0.15635
C  0.33679  -3.81672  0.03757
O  0.00739  -5.02311  0.07815
N  1.47630  -3.54468  -0.73728
C  1.63398  -2.27263  -1.00960
C  0.91496  -1.14553  -0.66827
C  1.51719  0.11079  -1.01161
C  2.14376  1.10121  -1.37258
C  2.60117  2.42314  -1.81355
C  1.89320  3.47338  -0.90629
C  2.16714  2.74837  -3.26653
O  4.00524  2.60906  -1.86070
C  -0.31733  -1.33948  -0.00808
H  -0.00563  1.07535  2.53705
H  -0.02232  2.66275  1.56518
H  -1.39974  2.26815  2.41495
H  -3.00996  0.52561  2.57505
H  -4.07177  -0.70447  1.71502
H  -3.23630  -1.00166  3.30886
H  -3.42478  -3.46469  0.73896
H  -2.15797  -4.46976  1.62898
H  -3.25395  -3.46771  2.46804
H  -1.54079  -2.72928  -0.61461
H  2.52095  -1.90503  -1.51251
H  2.05094  4.49475  -1.17466
H  2.51574  3.34275  0.10950
H  0.82862  3.31763  -0.85859
H  2.93518  2.38723  -4.01738
H  2.01949  3.92517  -3.38708
H  1.20390  2.17983  -3.49195
H  4.48038  2.55741  -1.00545

Forces on atoms 1 to 3 (eV/Å):
C 0.119 -1.473 1.160
C 1.117 -0.007 -1.188
O 0.025 1.220 0.632

No. 2
The following is a quantum chemistry calculation of a molecular structure, C16H18N2O5Yb, from the Open Molecules 2025 dataset.

Output
ΔE to the lowest compared entry with this formula, charge and spin (eV): 0.000
Total charge: +3
2S+1: 2
Gap between HOMO and LUMO (alpha / beta) (eV): 8.06 / 5.66
Maximum force (eV/A): 6.12

Atoms and positions in Å:
Yb  -0.11739  -0.46206  -0.05246
C  0.09081  1.42217  1.66168
O  0.18084  2.36840  2.31511
C  0.07685  1.94450  -0.73066
O  0.13553  3.08239  -0.94149
C  -2.53689  0.07352  0.06034
O  -3.63927  0.37520  0.15860
C  2.18795  0.25031  0.04305
O  3.30135  0.49545  0.18097
C  -0.01060  -1.98161  -2.09883
H  0.91108  -2.57752  -2.03622
H  -0.94875  -2.53041  -1.91150
C  -0.00041  -0.72787  -2.60315
H  -0.92184  -0.17823  -2.86727
H  0.93454  -0.20916  -2.87235
C  -2.84638  -2.12584  6.94687
C  -1.44528  -1.58734  7.15580
N  -0.68262  -1.44986  5.89795
C  -0.20730  -0.10310  5.53324
C  1.30440  0.06265  5.47247
C  -0.27135  -2.62047  5.31225
O  -0.48725  -3.70787  5.85276
C  0.41940  -2.58699  3.97724
C  1.40712  -3.54006  3.72379
C  2.04512  -3.52756  2.49042
C  1.67314  -2.57633  1.52973
N  0.63963  -1.73640  1.74814
C  -0.00198  -1.74825  2.93707
H  -3.42958  -1.45220  6.31124
H  -3.33971  -2.19478  7.91842
H  -2.80032  -3.12587  6.50626
H  -1.46364  -0.58664  7.60317
H  -0.89082  -2.28690  7.80043
H  -0.63838  0.17881  4.55698
H  -0.63737  0.57028  6.28759
H  1.75498  -0.56936  4.70016
H  1.52573  1.10955  5.23604
H  1.76253  -0.16985  6.44114
H  1.65081  -4.26078  4.50295
H  2.81991  -4.24500  2.23740
H  2.18079  -2.50159  0.55495
H  -0.86216  -1.07333  3.04052

Forces on atoms 1 to 3 (eV/Å):
Yb -0.493 -0.371 0.471
C 0.195 3.771 3.382
O -0.278 -3.541 -2.343

No. 3
The following is a quantum chemistry calculation of a single C16H18N4OS molecule, from the Open Molecules 2025 dataset.

Output
ΔE to the lowest compared entry with this formula, charge and spin (eV): 0.193
Total charge: 0
Gap between HOMO and LUMO (eV): 8.82
SMILES string: CSc1ccccc1C(=O)N1CCN(c2ncccn2)CC1
Maximum force (eV/A): 0.59

Atoms and positions in Å:
C  2.16915  1.44182  1.57618
S  0.61183  0.55266  1.29542
C  -0.55614  1.83852  0.96001
C  -0.26644  3.19337  1.03500
C  -1.24667  4.12778  0.74642
C  -2.52019  3.72583  0.38660
C  -2.81540  2.37383  0.31392
C  -1.84227  1.42884  0.58818
C  -2.18166  -0.03268  0.58144
O  -2.72335  -0.56671  1.52930
N  -1.87291  -0.70084  -0.55516
C  -1.24119  -0.10529  -1.71408
C  -0.34656  -1.15166  -2.40108
N  0.26928  -1.99091  -1.40698
C  1.51921  -1.74467  -0.96877
N  1.96697  -2.48184  0.05737
C  3.19689  -2.24948  0.46489
C  4.02030  -1.30247  -0.12967
C  3.46536  -0.60995  -1.19662
N  2.23482  -0.81433  -1.61960
C  -0.64359  -2.80089  -0.62601
C  -2.02844  -2.13673  -0.60491
H  2.42839  2.02415  0.69669
H  2.09173  2.06691  2.46100
H  2.91442  0.66822  1.73593
H  0.71589  3.53271  1.32122
H  -1.00717  5.17893  0.81038
H  -3.28149  4.45879  0.16842
H  -3.80761  2.04275  0.04570
H  -2.00290  0.25724  -2.41792
H  -0.63324  0.74408  -1.39965
H  0.44028  -0.65755  -2.96971
H  -0.93547  -1.78447  -3.07170
H  3.53179  -2.85125  1.30125
H  5.02598  -1.12129  0.21027
H  4.02337  0.14617  -1.73687
H  -0.23474  -2.87912  0.38292
H  -0.71497  -3.80789  -1.05414
H  -2.60879  -2.40485  -1.49367
H  -2.58120  -2.43865  0.28589

Forces on atoms 1 to 3 (eV/Å):
C -0.569 -0.121 -0.097
S 0.188 0.075 0.137
C 0.180 -0.185 0.029

No. 4
The following is a quantum chemistry calculation of a single C16H18N6O4 molecule, from the Open Molecules 2025 dataset.

Output
ΔE to the lowest compared entry with this formula, charge and spin (eV): 0.239
Total charge: 0
Gap between HOMO and LUMO (eV): 10.00
SMILES string: Cc1nc(CN(C)C(=O)c2coc([C@H](C)NC(=O)[C@@H]3C[C@H]3C#N)n2)no1
Maximum force (eV/A): 0.06

Atoms and positions in Å:
C  -3.14514  4.46660  -2.19963
C  -1.74411  4.34709  -1.73348
N  -1.22366  3.44859  -0.96330
C  0.08892  3.85310  -0.89147
C  1.11572  3.11039  -0.09490
N  1.19007  1.71437  -0.49251
C  1.80669  1.46638  -1.78835
C  0.33660  0.74984  -0.03748
O  0.17601  -0.29968  -0.63971
C  -0.40173  0.93115  1.24265
C  -1.43214  0.13784  1.59896
O  -1.87260  0.53739  2.82008
C  -1.06709  1.56967  3.15608
C  -1.28462  2.21708  4.48787
C  -0.44850  3.47830  4.63541
N  -1.00650  1.25968  5.55126
C  -1.99482  0.78178  6.35806
O  -3.14946  1.14883  6.28252
C  -1.59322  -0.20423  7.41865
C  -0.97852  0.29978  8.68799
C  -0.15657  -0.54593  7.74946
C  0.14434  -1.90809  8.11298
N  0.37450  -2.99500  8.40299
N  -0.17962  1.84825  2.26737
N  0.36208  4.92248  -1.56963
O  -0.86511  5.26460  -2.14083
H  -3.72720  3.64902  -1.78551
H  -3.56942  5.41780  -1.87986
H  -3.18397  4.42854  -3.28782
H  2.08672  3.57608  -0.25980
H  0.87188  3.18082  0.96030
H  2.07780  0.41833  -1.86274
H  1.12524  1.70334  -2.61063
H  2.69609  2.08864  -1.87493
H  -1.92872  -0.68861  1.12652
H  -2.34619  2.44923  4.58433
H  -0.69300  4.19102  3.84920
H  -0.65031  3.93290  5.60395
H  0.61506  3.25037  4.56135
H  -0.11611  0.79233  5.53769
H  -2.31328  -1.00379  7.52169
H  -0.71671  1.34727  8.74048
H  -1.29983  -0.14592  9.61744
H  0.64497  -0.05068  7.21908

Forces on atoms 1 to 3 (eV/Å):
C 0.005 0.003 0.001
C 0.013 -0.011 -0.035
N -0.013 -0.015 0.007

No. 5
The following is a quantum chemistry calculation of a single C16H18N8O3 molecule, from the Open Molecules 2025 dataset.

Output
Total charge: 0
Gap between HOMO and LUMO (eV): 8.42
SMILES string: CCCc1c(C(=O)N/N=C(\C)c2ccc(O)cc2)nnn1-c1nonc1N
Maximum force (eV/A): 2.01

Atoms and positions in Å:
C  1.71053  -1.28577  2.69958
C  3.03319  -0.53505  2.60993
C  3.00901  0.54649  1.51791
C  2.74751  -0.03053  0.18507
C  1.57859  -0.13117  -0.55723
C  0.23216  0.37269  -0.22600
O  0.00957  1.09178  0.73302
N  -0.68839  -0.05020  -1.13034
N  -1.99441  0.33673  -1.24103
C  -2.79253  0.32718  -0.24204
C  -2.46825  -0.19730  1.12153
C  -4.14141  0.83900  -0.50467
C  -4.63897  0.86258  -1.80798
C  -5.90324  1.34233  -2.07588
C  -6.70121  1.82622  -1.04316
O  -7.95202  2.30751  -1.25885
C  -6.20847  1.82349  0.25878
C  -4.94739  1.33229  0.52200
N  1.86053  -0.78729  -1.71019
N  3.09335  -1.09166  -1.73589
N  3.67118  -0.65305  -0.59887
C  5.01538  -0.85027  -0.39529
N  5.67759  -0.57081  0.69157
O  6.94514  -0.92410  0.47011
N  7.11531  -1.44349  -0.77150
C  5.94196  -1.41881  -1.35593
N  5.65555  -1.79196  -2.60894
H  1.53747  -1.88253  1.80554
H  0.88652  -0.58391  2.80327
H  1.71086  -1.95361  3.55759
H  3.85168  -1.23034  2.41451
H  3.23656  -0.04170  3.56085
H  3.97291  1.05882  1.50890
H  2.20847  1.25658  1.73118
H  -0.31672  -0.43351  -1.99338
H  -1.97670  0.57335  1.71590
H  -3.36441  -0.53990  1.63121
H  -1.76735  -1.02809  1.03164
H  -4.01602  0.48996  -2.60494
H  -6.27997  1.34596  -3.09063
H  -8.16442  2.26306  -2.19922
H  -6.83135  2.21327  1.04811
H  -4.57942  1.36038  1.53569
H  6.35237  -2.28229  -3.13872
H  4.67927  -1.83232  -2.86318

Forces on atoms 1 to 3 (eV/Å):
C 0.165 0.056 0.077
C -0.157 -0.029 -0.067
C 0.178 0.066 0.379

No. 6
The following is a quantum chemistry calculation of a molecular structure, C16H19Br2MnN5O2STe, from the Open Molecules 2025 dataset.

Output
ΔE to the lowest compared entry with this formula, charge and spin (eV): 0.090
Total charge: +4
2S+1: 4
Gap between HOMO and LUMO (alpha / beta) (eV): 4.85 / 5.81
Maximum force (eV/A): 1.63

Atoms and positions in Å:
Mn  -0.01458  -0.14766  0.08027
Br  -1.47698  0.50344  6.52707
C  -1.06998  0.36364  4.68147
C  -0.18138  1.25894  4.06767
C  0.11612  1.08044  2.73317
N  -0.41148  0.10044  1.97807
C  -1.33968  -0.72806  2.54497
C  -1.66268  -0.63256  3.89167
C  -1.95918  -1.63816  1.56447
C  -2.94198  -2.57856  1.84657
C  -3.50088  -3.32586  0.80027
Br  -4.82438  -4.64546  1.15517
C  -3.04808  -3.08876  -0.50283
C  -2.05008  -2.15246  -0.69693
N  -1.50258  -1.43666  0.29387
H  0.26872  2.07454  4.61767
H  0.79912  1.76274  2.23757
H  -2.36748  -1.30706  4.35217
H  -3.28208  -2.74476  2.85857
H  -3.46238  -3.62806  -1.34343
H  -1.66148  -1.98026  -1.69583
C  -2.29238  2.44974  -3.25803
Te  -0.20758  2.13614  -3.03503
C  -0.01778  1.02214  -4.84043
H  -2.79268  1.48804  -3.42993
H  -2.41448  3.09554  -4.13633
H  -2.68568  2.96774  -2.37623
H  -0.07428  1.73974  -5.66423
H  -0.83468  0.29234  -4.92013
H  0.96232  0.54234  -4.87923
C  3.39032  2.58704  -1.27723
C  3.41962  2.16464  0.20057
C  3.07152  0.72864  0.27067
N  1.85262  0.26944  0.19887
N  1.72252  -1.07356  0.19257
C  2.89192  -1.71046  0.23037
N  3.07022  -3.01216  0.21047
S  4.23562  -0.56226  0.30397
H  3.54082  3.66124  -1.34403
H  2.41962  2.33174  -1.73593
H  4.18662  2.09874  -1.83203
H  2.69592  2.76174  0.76047
H  4.41622  2.34694  0.60807
H  2.30012  -3.66776  0.17417
H  3.99872  -3.41756  0.21707
O  -0.91628  1.18724  -0.77213
O  -0.36538  0.46274  -1.85823

Forces on atoms 1 to 3 (eV/Å):
Mn -1.060 -0.323 0.615
Br 0.264 -0.094 -1.308
C -0.075 0.170 0.881

No. 7
The following is a quantum chemistry calculation of a molecular structure, C16H19Br2MnNOSi, from the Open Molecules 2025 dataset.

Output
Total charge: +2
2S+1: 2
Gap between HOMO and LUMO (alpha / beta) (eV): 8.65 / 8.89
Maximum force (eV/A): 1.46

Atoms and positions in Å:
Mn  -1.04265  2.07338  0.57110
N  3.11552  0.92726  -0.41232
C  1.98806  1.39245  0.05483
O  0.85112  0.86572  -0.21782
C  1.93088  2.59574  0.93604
C  0.58184  3.29883  0.75307
H  3.16263  0.06966  -0.95408
H  3.99460  1.38335  -0.20536
H  2.76927  3.27225  0.73557
H  2.03214  2.26344  1.97899
H  0.54693  3.73637  -0.26566
H  0.49599  4.09869  1.49609
Br  -2.60775  3.21870  2.09934
C  -3.51282  4.02424  0.56407
Br  -2.71028  3.21971  -1.01555
H  -3.32510  5.09715  0.54989
H  -4.57761  3.78988  0.59540
C  -3.99052  -0.92989  0.32918
C  -3.00481  -0.41796  1.16309
C  -1.69590  -0.28554  0.70246
C  -1.36082  -0.64624  -0.62231
C  -2.36782  -1.18674  -1.42379
C  -3.66069  -1.34354  -0.95234
Si  0.41524  -0.55864  -1.26048
C  1.55104  -1.94739  -0.72148
C  1.64718  -2.31563  0.63041
C  2.42589  -3.39085  1.01088
C  3.12157  -4.12013  0.05644
C  3.02689  -3.77555  -1.28446
C  2.25506  -2.69641  -1.67317
H  -5.00504  -1.02083  0.68506
H  -3.23188  -0.17761  2.19413
H  -0.90334  -0.06880  1.44841
H  -2.12609  -1.49801  -2.42758
H  -4.40201  -1.81002  -1.58192
H  0.59465  0.05527  -2.57304
H  1.08911  -1.77298  1.38304
H  2.49116  -3.65659  2.05450
H  3.71430  -4.97145  0.35129
H  3.55584  -4.34669  -2.03109
H  2.16820  -2.44462  -2.72083

Forces on atoms 1 to 3 (eV/Å):
Mn 0.593 -0.090 0.121
N -0.242 -0.199 -0.115
C 0.964 0.747 0.376

No. 8
The following is a quantum chemistry calculation of a molecular structure, C16H19Br2N4O3PRbS2, from the Open Molecules 2025 dataset.

Output
Total charge: +1
Gap between HOMO and LUMO (eV): 6.81
Maximum force (eV/A): 5.28

Atoms and positions in Å:
C  -0.04755  -3.39946  -0.72385
O  -0.11507  -2.40461  -1.72415
C  1.06108  -1.63630  -1.87969
C  1.38001  -0.67480  -0.75450
C  0.57053  0.53276  -0.51599
C  -0.58755  0.91484  -1.40892
Br  0.03543  1.16120  -3.25705
C  -1.83574  0.00933  -1.44313
C  -3.04769  0.83771  -1.86947
Br  -2.20893  -0.73471  0.31348
C  0.87976  1.39271  0.50127
C  0.14441  2.66360  0.84928
C  -0.89814  2.42525  1.95653
S  -2.37719  3.46200  1.68608
C  -3.66318  2.32376  1.96889
N  -3.84090  1.55985  2.98984
N  -5.00325  0.85585  2.73769
C  -5.43837  1.26840  1.59934
O  -4.62346  2.20755  1.04074
C  1.98251  1.10440  1.34558
N  2.37355  1.84468  2.37727
S  3.70697  1.07148  2.94445
N  3.79015  -0.15289  1.93431
C  2.77527  -0.03919  1.07890
C  2.48393  -0.92906  0.01071
P  3.76523  -2.27723  -0.16259
C  4.35069  -1.99782  -1.88019
O  2.97824  -3.70764  -0.26028
H  -1.05004  -3.79041  -0.60140
H  0.27779  -3.01278  0.23814
H  0.58905  -4.21646  -1.04379
H  1.88897  -2.32057  -2.03106
H  0.93860  -1.11202  -2.81332
H  -0.96239  1.88717  -1.16315
H  -1.69887  -0.74371  -2.20049
H  -3.08074  0.82790  -2.95518
H  -3.96635  0.37624  -1.53868
H  -2.98370  1.86579  -1.53745
H  -0.26287  3.17542  -0.00744
H  0.88582  3.33010  1.27441
H  -0.49758  2.72699  2.91579
H  -1.20138  1.38759  2.03075
H  -6.31802  0.94235  1.08799
H  3.84540  -2.65104  -2.58412
H  4.08274  -0.97920  -2.14678
H  5.42449  -2.10019  -1.91190
H  3.17669  -4.22979  0.51795
Rb  2.32167  0.95498  5.01515

Forces on atoms 1 to 3 (eV/Å):
C -0.311 -0.235 -0.173
O -0.224 0.556 0.204
C -0.104 -0.630 -0.201